# 1
ORCA calculation (wB97M-V/def2-TZVPD) on a 10-piece molecular cluster, C20H60Cl5N5O5 overall in a non-equilibrium geometry.

* orbital gap: 8.9786 eV
* calculated total energy: -3748.9868 a.u.

Last column: Löwdin charge in e.
Geometry (Å):
C 5.098 0.240 -1.491  -0.0355
C 3.650 -0.232 -1.738  -0.3206
C 3.422 -0.407 -3.257  -0.2508
O 3.211 0.882 -3.622  -0.1770
C 2.849 0.979 -5.005  -0.0721
N 3.504 -1.568 -1.059  0.1462
H 4.057 -2.209 -1.608  0.1507
H 3.703 -1.411 -0.085  -0.0115
H 2.476 -1.874 -1.085  -0.0632
H 5.326 0.274 -0.387  0.0713
H 5.265 1.171 -1.992  0.0794
H 5.785 -0.568 -1.802  0.0874
H 2.928 0.445 -1.328  0.1040
H 2.568 -1.060 -3.458  0.1095
H 4.327 -0.837 -3.736  0.1400
H 2.030 0.320 -5.280  0.0698
H 3.664 0.657 -5.670  0.0887
H 2.667 2.019 -5.270  0.0926
C -4.587 1.034 -6.256  -0.0556
C -4.720 0.766 -4.758  -0.3312
C -6.079 0.285 -4.327  -0.2574
O -6.324 -0.901 -4.971  -0.1945
C -7.681 -1.303 -4.755  -0.0667
N -3.861 -0.389 -4.355  0.0873
H -3.696 -0.395 -3.267  -0.0651
H -4.346 -1.270 -4.615  0.1569
H -2.921 -0.252 -4.763  -0.0438
H -5.442 1.587 -6.705  0.1013
H -4.331 0.144 -6.765  0.0674
H -3.767 1.733 -6.322  0.0343
H -4.353 1.571 -4.213  0.1158
H -6.826 1.001 -4.591  0.1190
H -6.195 0.140 -3.210  0.1285
H -7.794 -1.351 -3.635  0.1083
H -7.910 -2.251 -5.243  0.0926
H -8.416 -0.608 -5.106  0.0765
C -2.050 -2.364 1.065  -0.0772
C -1.375 -1.225 1.718  -0.2971
C -1.718 -1.030 3.193  -0.2503
O -1.268 -2.144 3.873  -0.2078
C -1.490 -1.971 5.246  -0.0903
N 0.115 -1.620 1.619  0.1520
H 0.316 -2.053 0.649  0.0035
H 0.855 -0.859 1.656  0.1197
H 0.337 -2.353 2.344  0.1649
H -1.582 -2.496 0.085  0.0298
H -3.105 -2.101 0.839  0.0822
H -2.020 -3.222 1.672  0.0746
H -1.317 -0.279 1.108  0.1450
H -2.794 -0.871 3.350  0.1406
H -1.282 -0.073 3.465  0.0497
H -1.075 -2.879 5.681  0.0924
H -2.579 -1.960 5.325  0.0913
H -0.987 -1.035 5.583  0.0656
C 3.715 -1.872 5.470  -0.0517
C 3.344 -0.456 5.918  -0.4065
C 3.900 -0.162 7.266  -0.1601
O 3.543 1.188 7.795  -0.1830
C 2.131 1.270 7.855  -0.1487
N 3.773 0.571 4.874  0.1187
H 4.035 0.148 3.920  -0.0763
H 2.963 1.193 4.666  0.0026
H 4.529 1.147 5.215  0.1410
H 3.179 -2.107 4.537  0.0541
H 3.261 -2.466 6.239  0.0739
H 4.804 -1.968 5.433  0.0925
H 2.267 -0.377 5.891  0.0259
H 5.022 -0.118 7.304  0.1436
H 3.570 -0.911 8.016  0.1395
H 1.809 2.252 7.543  0.0831
H 1.725 0.993 8.831  0.0918
H 1.659 0.622 7.180  -0.0145
C -1.624 3.128 -2.475  -0.0440
C -0.521 2.066 -2.178  -0.2950
C -0.225 2.035 -0.686  -0.1977
O 1.025 1.439 -0.406  -0.2256
C 1.960 2.095 0.504  -0.0667
N -0.967 0.678 -2.635  0.0980
H -1.932 0.387 -2.205  -0.0359
H -0.997 0.551 -3.677  -0.0581
H -0.253 0.030 -2.208  0.0516
H -2.366 3.254 -1.703  0.0722
H -2.093 2.977 -3.459  0.0709
H -1.132 4.098 -2.530  0.0794
H 0.335 2.252 -2.848  0.1505
H -1.018 1.459 -0.207  0.1074
H -0.353 3.060 -0.329  0.1325
H 2.022 3.163 0.219  0.0943
H 2.932 1.612 0.400  0.0403
H 1.568 2.145 1.499  0.0617
Cl 0.766 1.097 4.743  -0.1662
Cl -1.265 0.577 -5.740  -0.1758
Cl 3.770 -0.601 2.139  -0.0985
Cl -3.726 -0.036 -1.415  -0.0578
Cl 0.603 -2.241 -1.496  -0.0348

=====

# 2
ORCA calculation (wB97M-V/def2-TZVPD) on C20H60O14PdSSr as an isolated structure in a non-equilibrium geometry.

* ΔE to the lowest compared entry with this formula, charge and spin: 0.00 kcal per mole
* orbital gap (alpha / beta): 6.3935 / 5.9894 eV
* net charge: +2
* multiplicity: 3
* calculated total energy: -2407.6394 a.u.

Last column: Löwdin spin population.
Geometry (Å):
Sr -0.228 -3.738 2.761  0.0015
Pd -0.996 -2.527 -1.407  1.5481
S -0.281 -0.649 0.576  0.0078
O -0.638 -0.504 -0.883  0.1442
O 1.117 -0.359 0.770  0.0081
O -1.161 0.134 1.430  0.0123
O -0.545 -2.140 0.767  0.0690
C 3.632 3.387 1.959  0.0000
C 2.545 2.330 2.001  0.0000
O 3.159 1.038 2.158  0.0000
H 4.351 3.082 1.196  0.0000
H 4.142 3.444 2.916  0.0000
H 3.183 4.331 1.660  0.0000
H 1.980 2.347 1.060  0.0000
H 1.837 2.506 2.816  0.0000
H 2.579 0.395 1.750  0.0000
C 4.373 0.820 -3.036  0.0000
C 3.868 0.852 -1.619  0.0000
O 2.730 0.003 -1.480  0.0002
H 5.331 1.340 -3.115  0.0000
H 3.694 1.304 -3.740  0.0000
H 4.562 -0.181 -3.433  0.0000
H 3.561 1.880 -1.392  0.0000
H 4.648 0.612 -0.892  0.0000
H 2.341 0.206 -0.623  0.0000
C -1.139 -0.839 -5.215  0.0007
C -2.047 -1.024 -4.032  0.0025
O -1.872 -2.382 -3.455  0.0578
H -1.440 -1.480 -6.045  0.0000
H -0.096 -0.973 -4.934  0.0000
H -1.197 0.185 -5.594  0.0003
H -3.114 -0.894 -4.214  0.0008
H -1.826 -0.324 -3.226  0.0000
H -2.187 -3.003 -4.119  0.0044
C -4.233 -4.002 -1.879  0.0022
C -4.328 -2.755 -1.030  0.0070
O -3.088 -1.988 -1.007  0.0622
H -4.141 -3.739 -2.931  0.0000
H -5.192 -4.506 -1.752  0.0000
H -3.451 -4.685 -1.549  0.0017
H -4.568 -3.052 -0.006  -0.0001
H -5.116 -2.100 -1.400  0.0024
H -3.293 -1.278 -0.324  0.0005
C 0.556 3.677 -2.054  0.0000
C -0.740 3.078 -1.532  0.0001
O -1.116 1.900 -2.260  0.0024
H 0.528 3.731 -3.146  0.0000
H 1.406 3.023 -1.842  0.0000
H 0.704 4.681 -1.661  0.0000
H -1.536 3.821 -1.596  0.0000
H -0.602 2.833 -0.471  0.0001
H -0.818 1.127 -1.770  0.0005
C -5.611 1.373 1.353  0.0000
C -4.411 1.081 0.481  0.0000
O -3.789 -0.153 0.904  0.0011
H -5.315 1.289 2.401  0.0000
H -6.381 0.613 1.211  0.0000
H -6.013 2.365 1.164  0.0000
H -3.725 1.930 0.534  0.0000
H -4.701 0.981 -0.567  0.0000
H -2.870 0.023 1.158  -0.0001
C 4.388 -2.331 1.491  0.0000
C 3.353 -2.461 2.571  0.0000
O 2.029 -2.671 2.007  0.0002
H 4.548 -3.294 0.999  0.0000
H 5.334 -1.974 1.884  0.0000
H 4.035 -1.652 0.706  0.0000
H 3.348 -1.579 3.218  0.0000
H 3.574 -3.312 3.219  0.0000
H 1.877 -1.957 1.361  0.0001
C 2.894 -2.458 -3.834  0.0035
C 2.124 -3.124 -2.726  0.0055
O 1.006 -2.302 -2.293  0.0510
H 3.239 -1.486 -3.478  0.0000
H 2.286 -2.275 -4.719  0.0000
H 3.777 -3.042 -4.088  0.0010
H 2.759 -3.273 -1.840  -0.0002
H 1.795 -4.142 -2.940  0.0001
H 1.363 -1.402 -2.146  0.0002
C -2.549 4.774 2.253  0.0000
C -2.193 3.448 2.879  0.0000
O -1.026 2.900 2.228  0.0000
H -2.079 5.604 2.772  0.0000
H -3.627 4.918 2.184  0.0000
H -2.179 4.782 1.224  0.0000
H -2.995 2.703 2.870  0.0000
H -1.946 3.607 3.936  0.0000
H -1.152 1.961 2.074  0.0000
C 0.891 -1.381 5.906  0.0000
C 0.024 -0.506 5.026  0.0001
O -0.316 -1.283 3.809  0.0007
H 0.371 -2.280 6.250  0.0000
H 1.168 -0.802 6.784  0.0000
H 1.761 -1.682 5.323  0.0000
H 0.631 0.316 4.647  0.0000
H -0.886 -0.150 5.501  0.0000
H -0.652 -0.650 3.150  0.0002

=====

# 3
ORCA calculation (wB97M-V/def2-TZVPD) on a 11-piece molecular cluster, C20H62N4O11 overall in a non-equilibrium geometry.

* structure (SMILES): NC(N)=O.NC(N)=O.CCO.CCO.CCO.CCO.CCO.CCO.CCO.CCO.CCO
* ΔE to the lowest compared entry with this formula, charge and spin: 42.63 kcal per mole
* orbital gap: 8.3828 eV
* calculated total energy: -1845.7507 a.u.

Last column: Löwdin charge in e.
Geometry (Å):
N 2.257 -3.370 1.072  0.1671
C 3.351 -3.265 1.837  -0.7722
N 3.380 -2.289 2.694  0.1792
O 4.316 -4.026 1.706  -0.0146
H 2.259 -4.181 0.471  0.1138
H 1.650 -2.564 1.026  0.0628
H 4.230 -2.216 3.235  0.1260
H 2.564 -1.696 2.742  0.0695
N -0.377 -0.616 5.360  0.1648
C -1.253 0.241 4.883  -0.7358
N -2.052 0.626 5.783  0.2058
O -1.223 0.734 3.741  0.0314
H -0.314 -1.361 4.681  0.1401
H -0.608 -0.914 6.297  0.1259
H -2.645 1.409 5.550  0.1430
H -1.851 0.322 6.725  0.1291
C -3.923 0.732 1.058  -0.0672
C -3.816 2.133 1.774  -0.2794
O -2.460 2.506 1.855  -0.1025
H -3.539 -0.016 1.751  0.0523
H -3.287 0.615 0.180  0.0629
H -4.956 0.569 0.753  0.0706
H -4.073 1.943 2.816  0.0951
H -4.552 2.838 1.388  0.1143
H -1.991 1.865 2.395  0.0345
C 3.514 2.118 4.351  -0.0528
C 2.018 1.628 4.282  -0.2647
O 2.016 0.192 4.099  -0.1221
H 3.528 3.034 4.942  0.0630
H 3.978 2.325 3.386  0.0577
H 4.170 1.395 4.836  0.0716
H 1.336 2.042 3.540  0.0980
H 1.436 1.911 5.159  0.0961
H 1.165 -0.112 4.423  -0.0010
C -3.178 -5.480 -2.503  -0.0992
C -1.830 -5.181 -3.043  -0.3745
O -1.187 -4.343 -2.193  -0.0625
H -3.725 -6.115 -3.199  0.0762
H -3.845 -4.684 -2.171  0.0729
H -3.098 -6.051 -1.578  0.0677
H -1.997 -4.713 -4.013  0.1071
H -1.161 -6.004 -3.295  0.1244
H -1.720 -3.581 -1.955  0.0833
C -2.567 -3.298 1.854  -0.0879
C -3.610 -4.025 1.006  -0.3423
O -4.134 -3.089 0.136  -0.0643
H -1.907 -3.896 2.482  0.0704
H -3.071 -2.615 2.538  0.0622
H -1.847 -2.824 1.186  0.0683
H -4.299 -4.564 1.657  0.1134
H -3.049 -4.776 0.449  0.0986
H -4.634 -2.490 0.695  0.0800
C -1.716 1.704 -4.247  -0.0718
C -1.146 2.618 -5.300  -0.2873
O -0.199 1.827 -6.039  -0.1036
H -0.950 1.479 -3.504  0.0440
H -2.141 0.801 -4.685  0.0901
H -2.439 2.204 -3.603  0.0743
H -0.611 3.510 -4.975  0.1020
H -1.871 3.006 -6.015  0.1091
H 0.076 2.333 -6.807  0.0968
C 4.939 -0.718 -0.874  -0.0684
C 4.692 0.712 -0.519  -0.3221
O 5.813 1.211 0.258  -0.0813
H 5.955 -1.012 -1.137  0.0842
H 4.250 -0.840 -1.710  0.0741
H 4.614 -1.297 -0.010  0.0653
H 3.692 0.846 -0.108  0.0980
H 4.576 1.340 -1.402  0.0865
H 5.580 1.949 0.825  0.0635
C -0.329 4.816 -1.853  -0.0606
C -1.180 4.295 -0.646  -0.3034
O -1.689 3.007 -0.838  -0.1040
H -0.910 4.555 -2.738  0.0572
H 0.657 4.367 -1.972  0.0416
H -0.050 5.867 -1.774  0.0708
H -1.884 5.052 -0.301  0.1096
H -0.441 4.041 0.115  0.1019
H -2.204 2.639 -0.116  0.0313
C 0.378 -0.759 -1.322  -0.0571
C 0.107 -0.029 0.012  -0.2344
O 1.194 -0.435 0.946  -0.1085
H -0.340 -0.289 -1.993  0.0615
H 0.272 -1.843 -1.269  0.0667
H 1.336 -0.477 -1.760  0.0590
H -0.911 -0.277 0.316  0.0901
H 0.108 1.050 -0.146  0.0963
H 0.893 -0.146 1.811  0.0397
C 2.050 2.297 -3.169  -0.0809
C 2.444 1.593 -4.455  -0.3240
O 1.686 0.428 -4.679  -0.0787
H 2.502 3.285 -3.085  0.0796
H 2.390 1.659 -2.353  0.0547
H 0.962 2.354 -3.185  0.0474
H 3.526 1.461 -4.458  0.1140
H 2.142 2.259 -5.264  0.0922
H 0.786 0.735 -4.815  0.0287